Formula: C17H54N2O10
Source: the Open Molecules 2025 dataset
Level of theory: ωB97M-V/def2-TZVPD

The geometry in XYZ format:
```
83
Properties=species:S:1:pos:R:3:forces:R:3:lowdin_charge:R:1
N -2.36165 4.38851 0.65167 -3.4 2.7 -1.8 0.1431
C -1.34265 3.68451 1.02267 5.1 2.7 6.1 -0.6075
N -1.27565 2.62051 0.29667 1.9 -4.2 -1.5 0.1616
O -0.45365 4.07151 2.05967 -4.4 -2.2 -5.1 -0.1598
H -2.56765 5.33451 0.95867 0.4 -0.6 -0.1 0.1216
H -2.74665 4.01651 -0.24933 -0.1 1.3 1.5 0.0974
H -0.59465 1.91251 0.60967 -0.6 0.4 -0.2 0.0613
H -1.94065 2.35851 -0.47733 1.0 0.6 1.8 0.0969
C 4.65935 -0.88749 1.09267 0.3 0.3 -0.3 -0.0794
C 3.67335 -0.41749 2.12467 -0.9 -0.1 -3.5 -0.2767
O 2.64135 -1.39449 2.04367 -0.5 0.3 -0.4 -0.0729
H 4.14135 -1.04949 0.16067 -0.3 -0.4 -0.2 0.0445
H 5.28935 -1.73049 1.33067 -0.2 -0.6 0.4 0.0794
H 5.33335 -0.11049 0.86867 1.1 1.2 -0.2 0.0595
H 3.27035 0.54851 1.71267 0.3 -0.6 1.0 0.1088
H 4.11635 -0.32249 3.05167 0.5 0.4 2.2 0.0975
H 2.43035 -1.71749 2.89867 -0.4 -0.3 1.2 0.0731
C -3.50365 -1.03749 -3.75133 -0.3 1.4 -0.6 -0.0657
C -3.42665 -0.81249 -2.25733 -0.8 -0.3 -0.1 -0.3268
O -2.46865 -1.61749 -1.68233 0.8 -0.8 0.7 -0.0593
H -3.73565 -2.01149 -4.07433 -0.7 -1.5 0.1 0.0603
H -2.59865 -0.82549 -4.32833 0.5 0.3 0.6 0.0612
H -4.22465 -0.35349 -4.19633 -0.4 0.0 0.0 0.0708
H -4.34465 -1.01649 -1.67933 -0.1 0.0 -0.7 0.1307
H -3.20965 0.21751 -2.07233 0.2 0.9 0.1 0.0588
H -1.71865 -1.57549 -2.27633 0.7 -0.1 0.1 0.0312
C -1.86665 2.50951 -3.16733 0.7 -0.8 2.3 -0.0582
C -3.29165 2.66851 -2.67933 -2.8 0.6 -2.9 -0.3192
O -3.48265 2.62551 -1.29733 1.3 -0.6 0.8 -0.1135
H -1.69865 2.25251 -4.20533 -0.5 0.3 -0.2 0.0792
H -1.48665 1.63351 -2.59533 0.0 0.2 -0.4 0.0659
H -1.21265 3.31751 -2.83033 -0.1 0.2 -0.3 0.0849
H -3.95565 1.95651 -3.24333 0.7 -0.1 0.8 0.1153
H -3.80365 3.59651 -2.96533 0.8 0.4 -0.5 0.1158
H -4.36565 2.44951 -0.98933 -0.6 -0.2 -0.3 0.1210
C -0.89365 -2.63049 1.43367 0.1 -1.0 -1.2 -0.0542
C 0.10635 -3.80449 1.47067 -0.2 0.3 0.5 -0.3267
O -0.25665 -4.76949 0.51167 1.0 -1.8 -0.7 -0.1045
H -0.65265 -1.87749 2.13267 0.5 0.8 0.9 0.0296
H -1.93665 -2.90049 1.61767 0.2 -0.4 0.0 0.0828
H -0.87065 -2.14649 0.44767 0.0 -0.2 0.2 0.0580
H 0.15835 -4.28849 2.46067 -0.2 0.3 0.0 0.1095
H 1.11835 -3.47849 1.22467 0.0 0.5 0.2 0.0753
H 0.48535 -5.44949 0.43467 -1.6 1.5 0.1 0.1207
C 1.55535 1.30851 -0.81033 -0.7 0.0 -1.3 -0.0543
C 0.66035 0.13351 -0.37133 0.1 1.8 -0.2 -0.2570
O 0.11035 0.40251 0.93967 0.4 -1.0 -1.3 -0.0920
H 2.53735 1.41351 -0.38133 0.2 -0.3 0.9 0.0594
H 1.02335 2.26251 -0.72533 0.2 -0.2 0.0 0.0686
H 1.81935 1.15751 -1.86533 -0.3 0.1 -0.1 0.0607
H 1.23735 -0.74849 -0.51933 0.5 -1.1 0.9 0.0803
H -0.16165 -0.03349 -1.06333 -0.3 0.5 0.1 0.0851
H 0.82935 0.18851 1.51767 0.6 -0.2 1.2 0.0577
C 3.19135 -2.55049 -2.28133 -0.7 -1.1 0.1 -0.0559
C 2.28835 -3.50749 -1.43033 -0.5 2.2 -2.3 -0.2817
O 1.73235 -4.46349 -2.33633 0.2 -0.8 0.7 -0.0756
H 3.52435 -1.70149 -1.71133 0.2 0.4 0.1 0.0402
H 2.72035 -2.23449 -3.23633 -0.1 0.0 0.8 0.0650
H 4.02735 -3.15649 -2.58933 0.6 0.0 -0.1 0.0674
H 1.51635 -2.93649 -0.93133 -0.5 0.2 0.0 0.0750
H 2.84435 -3.92449 -0.62533 0.6 -1.1 0.2 0.1048
H 1.13435 -4.06249 -2.98033 0.3 0.1 0.5 0.0681
C -1.52265 1.60551 4.03067 2.9 0.8 -0.5 -0.0767
C -1.25065 0.39051 4.83967 0.4 -1.3 -0.1 -0.3058
O -0.22065 0.54151 5.82867 0.8 1.2 -1.5 -0.0693
H -1.59765 2.41751 4.73367 -0.1 0.7 0.0 0.0885
H -2.40965 1.53151 3.47067 -1.2 -0.3 -0.7 0.0674
H -0.68065 1.82651 3.28167 -1.3 -0.1 1.1 0.0769
H -1.07465 -0.49349 4.19367 0.1 0.3 0.3 0.1137
H -2.07465 0.20551 5.45367 -2.0 -0.6 0.4 0.0890
H -0.40965 -0.05349 6.53067 -0.1 -0.7 0.8 0.0674
C 0.44735 -0.42049 -4.13233 -1.9 0.2 -1.0 -0.1350
O 0.04035 -1.33749 -3.14333 0.3 -1.3 -0.4 -0.1297
H 0.73335 0.48651 -3.68233 0.5 1.0 0.8 0.0514
H -0.39065 -0.17049 -4.81833 0.2 -0.2 0.3 0.0822
H 1.22035 -0.76649 -4.76233 1.1 -0.6 -0.5 0.0709
H 0.20535 -2.23049 -3.51533 -0.3 0.8 0.5 0.0978
C 2.10835 2.71951 3.38167 -0.8 1.8 1.5 -0.1950
O 1.77335 1.58651 4.05967 0.4 -2.7 1.3 -0.1167
H 1.69135 2.67951 2.44667 -0.8 0.3 -2.7 0.0205
H 3.16335 2.83251 3.31467 1.0 0.0 0.1 0.0725
H 1.64135 3.58751 3.87267 0.5 0.2 -0.2 0.0972
H 0.88135 1.57751 4.41667 0.3 0.3 0.1 0.0262
```
Forces are in eV/Å.

As for the HOMO energy: -8.343 eV.


Formula: C17H56O17
Source: the Open Molecules 2025 dataset
Level of theory: ωB97M-V/def2-TZVPD

The geometry in XYZ format:
```
90
Properties=species:S:1:pos:R:3:forces:R:3:lowdin_charge:R:1
O -1.71395 -3.84539 1.15485 0.0 -0.1 -0.6 -0.0704
C -1.24616 -3.71925 -0.19999 1.6 1.3 0.6 -0.2006
C 0.27802 -4.08716 -0.31617 -2.0 0.2 -0.8 -0.2400
O 0.37696 -5.46686 -0.44025 0.6 -1.4 0.0 -0.0536
H -2.03228 -4.73511 1.32416 -0.1 -0.1 -0.1 0.0819
H -1.85164 -4.19299 -0.97268 0.1 -0.6 0.3 0.1233
H -1.32694 -2.65748 -0.43289 0.0 0.3 0.2 0.0907
H 0.90400 -3.69850 0.48706 -0.3 0.3 0.1 0.0882
H 0.63023 -3.70554 -1.27450 0.1 0.2 0.1 0.1030
H 0.13917 -5.90112 0.38223 0.0 0.0 0.1 0.0830
O 2.51266 -3.76979 4.27147 -0.1 -0.1 -0.5 -0.0459
C 1.64767 -3.67550 3.12602 0.3 -0.1 0.8 -0.2291
C 0.79574 -2.46062 3.36505 -0.5 -0.7 -0.5 -0.2359
O 1.54556 -1.28467 3.61458 0.0 -0.4 -0.5 -0.0572
H 3.28228 -4.31403 4.08956 0.0 -0.1 -0.1 0.0882
H 2.17958 -3.62625 2.17590 0.5 0.5 0.1 0.0912
H 1.00840 -4.54540 2.97535 -0.2 -0.2 0.5 0.1190
H 0.06381 -2.59656 4.16123 0.3 -0.2 0.4 0.1297
H 0.18144 -2.43644 2.46497 -0.1 0.8 -0.3 0.0925
H 2.47116 -1.53730 3.64700 0.1 0.1 0.2 0.0934
O -5.18522 0.63934 -0.15481 0.5 -0.7 -1.2 -0.0873
C -4.05002 0.92794 0.64375 -1.5 1.0 1.0 -0.1873
C -4.54211 2.13264 1.55846 1.6 -1.1 -1.2 -0.2066
O -5.88578 1.94219 1.94914 -0.1 -0.2 0.3 -0.0552
H -5.98700 0.89250 0.30852 -0.1 0.0 0.4 0.0809
H -3.73647 0.04520 1.20101 -0.2 -0.1 0.4 0.1052
H -3.20382 1.17258 0.00172 -0.2 0.4 0.0 0.0951
H -4.51570 3.01600 0.92043 0.2 0.1 0.3 0.1195
H -3.81629 2.17509 2.37055 -0.5 0.5 0.2 0.0927
H -5.95710 1.92650 2.90636 0.0 -0.1 0.0 0.0982
O 3.13656 -0.76119 -4.50197 0.3 0.0 -0.4 -0.0668
C 3.09494 -0.42896 -3.13347 -1.1 0.3 0.1 -0.2222
C 2.37183 0.94305 -2.93604 1.2 -0.6 0.3 -0.1973
O 3.28917 2.00779 -3.22478 0.1 -0.3 0.1 -0.0727
H 3.76551 -0.14564 -4.88551 0.0 0.0 -0.4 0.0977
H 2.55595 -1.25282 -2.66567 -0.5 0.2 0.2 0.1049
H 4.08318 -0.54223 -2.68774 0.2 0.8 0.1 0.1228
H 2.02214 0.99491 -1.90496 -0.1 0.2 0.1 0.0879
H 1.54842 1.08526 -3.63596 -0.3 -0.7 0.1 0.1207
H 2.74699 2.78640 -3.37109 0.2 0.2 0.0 0.0787
O -4.67793 1.76184 -2.65634 -1.3 -0.7 -0.8 -0.0553
C -3.39922 2.22038 -2.89569 -0.2 0.2 -0.2 -0.2723
C -2.40525 1.09657 -3.17049 -1.3 1.2 -0.3 -0.2174
O -2.29309 0.27095 -2.03886 0.9 -0.3 0.7 -0.0903
H -4.77070 1.43815 -1.75733 -0.2 -0.3 0.5 0.0303
H -3.43736 2.80766 -3.81316 0.0 0.3 -0.1 0.1200
H -3.22633 2.89129 -2.05421 1.3 0.1 0.0 0.1210
H -1.50351 1.61609 -3.49461 0.7 -0.6 0.4 0.1188
H -2.81036 0.54003 -4.01562 0.1 -0.1 -0.1 0.1304
H -2.75673 -0.56066 -2.16158 -0.1 0.1 -0.1 0.1001
O 4.55457 4.42453 0.82245 -1.1 -0.5 -1.8 -0.0838
C 3.88041 3.73463 -0.33370 0.8 0.7 0.9 -0.1828
C 2.38430 3.62499 -0.24546 -1.0 -0.6 0.3 -0.2511
O 2.01619 2.52029 0.57097 0.5 0.3 0.8 -0.0826
H 4.41395 3.91426 1.62337 -0.2 -0.3 -0.1 0.0665
H 4.08009 4.32639 -1.22704 0.5 0.1 0.2 0.1146
H 4.33552 2.74939 -0.43504 -0.1 0.0 -0.2 0.1103
H 1.82599 3.42547 -1.16010 0.9 0.2 -0.9 0.1082
H 1.94161 4.57116 0.06584 0.1 0.2 0.7 0.1154
H 1.22740 2.11608 0.20216 -0.4 -0.1 -0.1 0.0149
C -1.76943 -0.32307 3.81468 1.1 0.1 -0.9 -0.1411
O -0.55259 0.36282 3.51862 -0.9 1.3 0.3 -0.1365
H -1.72998 -0.77298 4.80671 -0.2 -0.3 -0.1 0.0797
H -2.61962 0.35778 3.77328 0.2 0.2 0.0 0.0631
H -1.86536 -1.01554 2.97839 -0.7 -0.7 0.4 0.0653
H 0.18449 -0.24287 3.41167 0.1 0.0 0.2 -0.0012
C -0.26930 -1.92066 -3.46383 0.1 -0.6 -0.3 -0.1559
O 0.23423 -1.40326 -4.68727 -0.6 0.1 0.4 -0.0957
H 0.24408 -1.56123 -2.57201 -0.1 0.5 0.0 0.0591
H -1.34115 -1.73549 -3.39351 0.1 0.3 -0.1 0.0653
H -0.17449 -3.00585 -3.42554 0.2 -0.3 -0.2 0.0744
H 1.15499 -1.14838 -4.59323 0.4 -0.1 -0.1 0.0253
C 3.93473 -0.84681 0.72604 0.8 1.1 0.0 -0.1666
O 3.52552 -2.16825 0.47801 -0.4 -0.1 -0.3 -0.1148
H 3.73502 -0.51689 1.74554 -0.2 0.0 0.1 0.0778
H 4.99048 -0.66079 0.52881 0.4 -0.5 0.2 0.0812
H 3.50631 -0.12000 0.03589 -0.8 -0.4 0.0 0.0629
H 4.03181 -2.76283 1.03636 0.1 0.1 0.0 0.0756
C 0.47249 -0.21235 0.38942 -0.1 -0.6 0.8 -0.1373
O -0.04250 0.86427 -0.37156 0.9 0.0 0.1 -0.1217
H 0.99068 -1.03391 -0.10518 0.0 0.1 -1.0 0.0672
H 1.23256 0.14201 1.08573 -0.4 0.4 0.1 0.0740
H -0.32456 -0.70223 0.94872 -0.1 0.2 0.3 0.0710
H -0.74360 0.56657 -0.95587 -0.5 -0.2 -0.3 0.0417
C -1.06310 3.93601 1.43350 1.1 -1.3 -0.4 -0.1707
O -2.30255 4.05372 2.05271 -0.9 0.8 0.4 -0.1179
H -0.28313 4.63377 1.73827 -0.2 0.3 0.3 0.0781
H -0.72048 2.92939 1.67313 0.6 -0.1 -0.3 0.0707
H -1.15090 3.98256 0.34805 -0.3 0.2 0.0 0.0805
H -2.24507 3.53440 2.85807 -0.1 0.2 0.1 0.0713
```
Forces are in eV/Å.

As for the HOMO energy: -9.705 eV.


Formula: C17H58F3N26O15
Source: the Open Molecules 2025 dataset
Level of theory: ωB97M-V/def2-TZVPD

The geometry in XYZ format:
```
119
Properties=species:S:1:pos:R:3:forces:R:3:mulliken_spin:R:1
C 0.77007 -0.02377 -1.69253 2.0 0.4 -2.3 -0.0056
O 1.57111 0.16384 -0.56252 -0.8 0.3 1.6 -0.1390
O 1.67582 -0.00253 -2.81681 -2.2 -0.4 1.7 -0.0049
C -0.24637 -1.26165 -1.60596 3.2 2.1 0.6 0.0094
F -0.87679 -1.26498 -0.44560 -0.8 0.1 1.5 0.0071
F -1.11123 -1.07623 -2.53859 -2.1 0.0 -2.0 0.0000
F 0.26427 -2.46826 -1.75243 0.7 -1.0 -0.4 0.0002
C 1.00092 0.97906 0.50709 -0.9 0.7 -0.9 0.2419
C 1.99798 1.09202 1.56777 0.8 -0.9 2.8 -0.1627
H 1.67663 0.49348 2.42018 0.4 -1.4 -0.3 0.0403
H 2.99585 0.82376 1.22079 0.0 0.1 0.2 0.0178
H 2.02793 1.96605 2.21838 0.0 1.1 -1.2 0.1263
H 0.03760 0.63561 0.88413 0.2 -0.6 -0.2 0.0283
H 0.77258 2.01027 0.23769 0.1 0.1 -1.3 -0.0318
H 0.12380 0.85148 -1.75866 -0.7 0.1 0.0 0.0010
C -4.45516 -3.79353 -0.87375 1.6 -2.8 0.4 0.0022
O -4.09997 -4.98875 -0.71532 -1.1 0.7 -0.1 -0.0002
N -3.66811 -2.83740 -0.44334 2.6 1.7 1.1 -0.0008
N -5.53871 -3.34685 -1.43414 -3.1 -1.1 -1.2 -0.0006
H -3.70085 -1.90434 -0.82863 0.0 -0.1 0.5 -0.0019
H -2.87264 -3.20097 0.06178 0.2 0.6 -0.3 0.0005
H -6.25850 -4.04325 -1.56465 0.2 0.3 -0.4 0.0000
H -5.62089 -2.39882 -1.77264 -0.2 0.1 0.1 0.0001
C 0.12981 -0.99250 -5.84628 2.2 1.6 1.2 0.0001
O -0.12832 -1.19720 -6.96765 -2.4 -2.0 -5.4 0.0001
N 0.98976 -1.72222 -5.14294 0.8 -1.3 1.4 0.0000
N -0.16611 0.18373 -5.29144 -1.0 2.0 2.3 -0.0012
H 1.37037 -1.27921 -4.31894 0.2 -0.3 0.5 0.0001
H 1.30212 -2.61665 -5.49298 -0.1 0.4 0.1 -0.0001
H 0.28524 0.40933 -4.41653 0.0 0.2 0.2 0.0002
H -0.76676 0.87663 -5.71478 0.4 -0.5 -0.3 0.0001
C -4.36884 -0.17038 -2.60109 1.8 1.4 0.6 -0.0020
O -5.31674 -0.84003 -2.27112 -1.4 -0.7 -0.2 -0.0001
N -3.88681 0.84753 -1.90685 0.1 2.0 2.2 0.0088
N -3.54456 -0.33390 -3.63247 -1.1 -1.7 -2.0 0.0005
H -3.21102 1.45382 -2.34938 -0.2 0.0 0.6 -0.0012
H -4.15778 1.01116 -0.94774 -0.1 0.4 0.0 0.0023
H -3.95389 -1.00381 -4.26790 1.2 0.1 -0.8 -0.0005
H -2.68969 0.20308 -3.66297 -0.2 -0.8 -0.8 -0.0006
C 3.78807 3.31169 -0.88017 -4.2 0.8 2.1 0.0170
O 2.93569 3.79201 -0.12084 -0.1 -0.5 0.2 -0.0348
N 5.00571 3.68040 -0.81421 5.3 2.3 0.7 -0.0028
N 3.54495 2.45186 -1.82391 -0.6 -2.6 -3.1 0.0041
H 5.18034 4.41963 -0.14851 0.3 -0.2 -0.2 -0.0061
H 5.76341 3.22297 -1.30079 -0.2 0.2 0.3 -0.0116
H 2.85856 1.71270 -1.77285 -0.2 0.0 0.0 0.0092
H 4.15838 2.46178 -2.62622 -0.2 -0.5 0.2 0.0016
C -2.72102 2.33776 1.07749 -2.0 -0.2 -1.1 0.0865
O -3.90977 2.36391 0.74975 0.5 -0.4 0.0 0.0075
N -1.78407 3.14314 0.65789 0.6 2.8 -1.8 0.0573
N -2.05643 1.43493 1.79352 -0.2 -3.6 3.0 -0.2973
H -0.93367 3.03169 1.19128 0.4 1.2 -0.8 0.1399
H -2.09270 3.87454 0.03347 0.8 0.4 0.5 -0.0747
H -1.48790 1.83741 2.52488 0.3 -0.1 0.0 0.0044
H -2.57857 0.64118 2.13623 -0.5 0.3 0.2 0.0473
C 2.03840 -4.69818 0.57685 2.4 1.2 -2.7 -0.0039
O 2.56403 -5.10538 -0.42138 -0.4 -1.7 -2.5 -0.0001
N 1.52787 -3.50038 0.70252 -2.5 3.8 -0.5 -0.0122
N 2.26395 -5.16304 1.74495 0.3 -2.9 5.6 0.0012
H 1.31201 -2.93773 -0.10800 0.3 -0.1 0.4 0.0021
H 1.35012 -3.14925 1.63269 -0.3 0.4 -0.7 0.0079
H 2.64628 -6.08317 1.91016 0.0 0.5 0.0 -0.0018
H 2.08100 -4.47036 2.45685 0.4 -1.3 0.7 -0.0003
C 4.48340 -1.99282 -1.94176 -0.8 0.0 -0.5 0.0034
O 5.24744 -2.86610 -1.76577 4.0 -3.6 1.7 -0.0002
N 3.88647 -1.90565 -3.11844 -1.7 1.2 -2.5 0.0000
N 4.12375 -1.08145 -1.05011 -0.3 1.5 0.6 -0.0021
H 3.05988 -1.32547 -3.13460 -0.3 0.1 -0.5 -0.0001
H 4.05796 -2.60232 -3.82930 0.0 0.2 0.6 -0.0002
H 3.49476 -0.39374 -1.43937 -0.2 0.2 1.1 -0.0022
H 4.40326 -1.18222 -0.08480 -0.3 0.2 -0.4 -0.0002
C -3.20777 -1.60914 3.13274 -2.9 1.5 -0.6 -0.0375
O -4.19670 -1.02360 2.68906 0.8 0.5 -1.7 0.0146
N -1.97509 -1.65265 2.71393 2.8 0.7 -2.9 0.0294
N -3.39732 -2.27753 4.22694 -0.3 -2.6 4.3 0.0552
H -1.19355 -2.10144 3.16987 -0.5 0.1 0.1 -0.0084
H -1.78385 -1.23132 1.81615 0.2 0.0 0.2 -0.0180
H -4.33649 -2.19566 4.58939 0.4 0.1 0.2 -0.0225
H -2.61776 -2.29371 4.86891 -0.4 -0.3 0.2 -0.0174
C 0.97712 3.76271 -3.93265 -2.8 4.1 0.9 0.0103
O 0.53361 4.64095 -4.64973 -0.4 1.3 -0.8 -0.0041
N 1.74653 2.84609 -4.37209 3.6 -4.4 -1.8 0.0012
N 0.70608 3.71329 -2.61014 0.1 -1.3 0.1 0.0013
H 1.92226 2.00581 -3.83997 0.1 -0.2 0.1 -0.0025
H 2.33788 2.97420 -5.18079 -0.7 0.1 0.0 0.0003
H 1.25234 2.95246 -2.23218 -0.4 0.8 1.5 -0.0062
H 0.23325 4.45995 -2.12124 0.3 -0.5 -0.1 -0.0008
C 3.20220 0.19953 5.95981 2.8 -1.4 2.9 0.2694
O 4.30686 -0.09768 6.35216 2.2 -0.2 0.3 -0.0325
N 2.14157 0.18064 6.67699 -5.0 0.0 3.5 -0.1391
N 2.84377 0.51579 4.78968 0.4 2.0 -7.8 -0.2033
H 1.36787 0.42543 6.07568 -0.7 -0.3 1.6 0.0587
H 2.02453 -0.00020 7.66375 0.4 0.0 -0.5 -0.0244
H 1.88771 0.66893 4.50230 0.1 -0.1 0.0 0.0478
H 3.54508 0.70021 4.08666 -0.1 -0.2 0.2 0.0023
C -0.72404 0.83439 5.48243 -1.5 -4.9 1.2 3.1938
O -0.22772 0.15730 4.62901 2.4 -3.1 -2.6 -0.8631
N -1.32224 0.28799 6.56766 -1.0 -0.9 2.2 -0.3744
N -0.78025 2.06062 5.38397 -1.0 6.4 0.6 -1.5861
H -2.00615 0.81408 7.09263 0.2 0.1 -0.1 -0.1253
H -1.38577 -0.70264 6.75399 0.4 0.2 -0.6 0.0170
H -0.52333 2.46391 4.49433 0.0 1.0 0.0 0.2323
H -1.39717 2.47302 6.06912 0.3 1.2 -0.5 -0.2211
C -2.38925 -4.32108 -4.65339 -1.2 -0.1 -0.4 0.0001
O -3.00803 -5.12641 -5.26867 -2.1 -3.4 -1.9 0.0000
N -2.25864 -4.34155 -3.36407 0.8 -0.3 4.1 -0.0002
N -1.90773 -3.27849 -5.25858 2.1 4.1 -1.4 -0.0001
H -1.74010 -3.62968 -2.86965 -0.2 -0.3 0.0 -0.0002
H -2.75059 -5.04125 -2.82695 0.1 0.1 0.0 -0.0001
H -2.28903 -3.00462 -6.15285 0.3 -0.3 0.2 0.0000
H -1.59757 -2.52929 -4.65642 0.1 0.2 -0.4 0.0000
C 0.37166 4.72588 3.39610 2.9 0.8 0.0 5.9012
O -0.20476 3.70357 3.29148 -3.7 -5.5 -1.4 -2.5348
N 1.61412 4.83780 3.00435 2.6 0.3 -1.1 -1.0579
N -0.07681 5.75674 4.01222 -1.7 1.9 0.7 -0.0033
H 2.05982 5.71114 3.24671 0.8 -0.3 -0.6 -0.2801
H 2.02059 4.09281 2.45674 0.3 0.5 0.0 -0.0152
H 0.65783 6.42909 4.18065 -1.0 1.1 1.0 -0.4991
H -1.01866 5.56964 4.32527 0.0 1.2 0.9 -0.8297
```
Forces are in eV/Å.

As for the HOMO energy (spin up / spin down): 1.230 / -5.380 eV. As for the net charge: -2. The spin multiplicity is 2.